(1)
Computed, not measured: the ion C6H10N3S with charge +1 at a distorted geometry, with the ωB97M-V functional and the def2-TZVPD basis.

Element x y z (Å)
1 C 0.953 -1.267 -0.166
2 C -0.217 0.486 1.059
3 C 2.474 -1.289 -0.410
4 C 0.212 -0.626 -1.378
5 C -0.694 0.318 -1.200
6 C -0.457 1.036 2.425
7 N 0.509 -0.509 0.962
8 N -0.996 0.933 -0.022
9 N -1.379 0.807 -2.293
10 S 3.499 -2.565 -0.313
11 H 0.664 -2.345 -0.065
12 H 3.047 -0.454 -0.869
13 H 2.723 -3.396 0.268
14 H 0.604 -0.592 -2.434
15 H 0.438 0.916 3.124
16 H -1.173 0.476 2.878
17 H -0.714 2.015 2.324
18 H -1.771 1.531 -0.074
19 H -2.241 1.362 -2.152
20 H -1.154 0.671 -3.304

For the LUMO energy (alpha / beta), the calculation gives -5.97 / -5.97 eV. The charge is +1. The HOMO-LUMO gap (alpha / beta) is 5.63 / 5.63 eV. Its energy above the lowest of the compared OMol25 structures with the same formula, charge and spin is 67.8 kcal/mol.



(2)
Computed, not measured: a cluster of 2 separate species, C6H10N4O in total at a distorted geometry, with the ωB97M-V functional and the def2-TZVPD basis.

Element x y z (Å)
1 C -2.996 -0.405 0.195
2 C -0.096 -1.346 1.975
3 C 0.821 -1.444 1.059
4 C 0.972 0.634 -1.359
5 C 0.149 0.940 -0.314
6 C 2.330 1.182 -1.464
7 N -2.672 -1.065 -0.919
8 N -2.101 0.506 0.449
9 N -1.512 -0.583 -1.324
10 N -1.183 0.360 -0.438
11 O 0.307 1.643 0.785
12 H -3.977 -0.432 0.649
13 H -1.085 -1.780 1.910
14 H 0.116 -0.467 2.715
15 H 0.861 -2.286 0.335
16 H 1.752 -0.864 1.168
17 H 0.735 -0.062 -2.164
18 H 3.041 0.317 -1.173
19 H 2.647 2.000 -0.778
20 H 2.548 1.594 -2.493
21 H -0.658 1.557 1.187

For the LUMO energy, the calculation gives 0.52 eV. The charge is 0. The HOMO-LUMO gap is 9.21 eV. Its energy above the lowest of the compared OMol25 structures with the same formula, charge and spin is 78.4 kcal/mol.



> What is the charge in the second record?

0